Entry 1:
C53H36F8IrNO3PSSb | wB97M-V/def2-TZVPD

CARTESIAN COORDINATES (ANGSTROEM)
Ir 0.482 -0.244 -0.216
C 4.432 -1.752 0.183
C 5.195 -1.023 -0.721
C 4.632 0.029 -1.410
C 3.280 0.355 -1.240
C 2.488 -0.425 -0.366
C 3.094 -1.441 0.361
C 2.642 1.460 -1.922
C 3.300 2.511 -2.591
C 2.573 3.550 -3.120
C 1.173 3.567 -3.007
C 0.330 4.614 -3.491
C -1.012 4.620 -3.317
C -1.754 3.507 -2.695
C -0.873 2.335 -2.256
C 0.592 2.475 -2.319
N 1.302 1.487 -1.826
H 4.879 -2.560 0.742
H 6.234 -1.275 -0.877
H 5.235 0.599 -2.100
H 2.508 -2.013 1.067
H 4.375 2.508 -2.663
H 3.069 4.380 -3.602
H 0.813 5.450 -3.977
H -1.603 5.459 -3.659
H -2.452 3.873 -1.941
H -1.186 1.866 -1.323
O -2.299 -2.985 1.076
S -1.445 -2.345 0.117
O -0.006 -2.508 0.385
O -1.749 -0.913 -0.057
C -1.696 -3.176 -1.440
C -2.288 -4.424 -1.477
C -2.409 -5.074 -2.695
C -1.948 -4.461 -3.850
C -1.354 -3.211 -3.803
C -1.211 -2.561 -2.579
P -0.440 -0.913 -2.448
C 0.916 -1.128 -3.652
C 1.948 -1.925 -3.160
C 3.071 -2.176 -3.922
C 3.172 -1.618 -5.187
C 2.138 -0.850 -5.693
C 1.005 -0.607 -4.934
C -1.741 0.110 -3.110
C -1.370 1.497 -3.484
C -2.479 2.532 -3.739
C -3.822 2.090 -3.346
C -4.064 0.828 -2.862
C -3.065 -0.142 -2.736
H -2.642 -4.858 -0.555
H -2.864 -6.052 -2.745
H -2.054 -4.961 -4.800
H -1.012 -2.731 -4.708
H 1.858 -2.331 -2.160
H 3.862 -2.799 -3.531
H 4.060 -1.786 -5.779
H 2.208 -0.434 -6.686
H 0.199 -0.017 -5.343
H -0.618 1.531 -4.273
H -2.487 2.961 -4.745
H -4.627 2.805 -3.422
H -5.073 0.557 -2.583
H -3.329 -1.115 -2.347
F -0.633 1.749 1.477
C 0.672 1.570 1.018
F 0.928 2.782 0.420
C 1.550 1.592 2.295
F 0.853 1.951 3.384
F 2.069 0.381 2.590
F 2.585 2.420 2.192
F -2.414 -6.365 5.304
C -2.064 -5.194 4.724
C -0.886 -5.131 4.003
C -0.536 -3.931 3.408
C -1.353 -2.821 3.546
C -2.528 -2.908 4.273
C -2.897 -4.101 4.868
Sb -0.776 -0.916 2.730
C -0.046 -0.476 4.737
C 1.216 -0.937 5.066
C 1.734 -0.720 6.329
C 0.960 -0.038 7.248
F 1.461 0.200 8.479
C -0.317 0.400 6.948
C -0.816 0.172 5.678
C -2.700 0.096 2.752
C -2.774 1.431 3.135
C -3.932 2.159 2.929
C -5.015 1.533 2.341
F -6.139 2.247 2.109
C -4.977 0.199 1.977
C -3.807 -0.516 2.179
H -0.264 -6.009 3.914
H 0.364 -3.863 2.812
H -3.165 -2.039 4.373
H -3.810 -4.188 5.435
H 1.806 -1.464 4.327
H 2.719 -1.064 6.603
H -0.901 0.909 7.697
H -1.812 0.500 5.427
H -1.910 1.916 3.567
H -3.984 3.203 3.195
H -5.843 -0.255 1.522
H -3.748 -1.545 1.860

Calculated values
- LUMO energy (alpha / beta): -0.043 / -0.044 Ha
- Frontier orbital gap (alpha / beta): 6.18 / 6.08 eV

=====

Entry 2:
C53H38NO8P3PtSTe | wB97M-V/def2-TZVPD

CARTESIAN COORDINATES (ANGSTROEM)
Pt -0.463 -0.838 -0.321
O 4.679 1.089 2.552
C 3.740 1.010 1.811
C 3.457 0.348 0.544
O 4.234 -0.375 -0.075
C 2.047 0.668 0.150
C 1.441 1.514 1.070
O 0.085 1.788 1.130
C 2.254 1.787 2.189
O 2.119 2.369 3.217
O 1.525 0.209 -0.898
Te 0.765 3.108 -2.571
C -0.457 4.117 -3.972
C -1.762 4.491 -3.686
C -2.510 5.126 -4.666
N -2.047 5.416 -5.881
C -0.791 5.062 -6.143
C 0.034 4.411 -5.237
C -0.786 2.109 -1.576
P -1.215 0.454 -2.128
C -2.980 0.314 -2.533
C -3.648 -0.876 -2.274
C -4.982 -1.018 -2.634
C -5.648 0.021 -3.264
C -4.980 1.209 -3.539
C -3.653 1.355 -3.174
C -0.403 0.181 -3.728
C -0.964 0.672 -4.906
C -0.286 0.541 -6.108
C 0.951 -0.089 -6.144
C 1.503 -0.594 -4.976
C 0.831 -0.461 -3.771
P -0.920 2.504 0.084
C -0.700 4.267 0.382
C 0.519 4.760 0.840
C 0.678 6.119 1.060
C -0.378 6.989 0.827
C -1.599 6.499 0.386
C -1.763 5.140 0.170
C -2.463 2.002 0.836
C -3.649 2.258 0.153
C -4.865 1.899 0.711
C -4.896 1.291 1.958
C -3.718 1.052 2.650
C -2.499 1.409 2.097
H -2.192 4.290 -2.713
H -3.533 5.422 -4.461
H -0.424 5.299 -7.135
H 1.036 4.123 -5.532
H -3.135 -1.678 -1.761
H -5.502 -1.941 -2.413
H -6.687 -0.092 -3.543
H -5.494 2.021 -4.039
H -3.134 2.283 -3.374
H -1.927 1.166 -4.896
H -0.726 0.934 -7.015
H 1.481 -0.188 -7.082
H 2.466 -1.086 -4.998
H 1.279 -0.821 -2.857
H 1.349 4.088 1.017
H 1.627 6.497 1.413
H -0.251 8.050 0.997
H -2.428 7.174 0.219
H -2.726 4.761 -0.147
H -3.622 2.727 -0.817
H -5.782 2.084 0.166
H -5.843 0.995 2.391
H -3.741 0.556 3.610
H -1.581 1.194 2.625
O -3.149 -1.847 2.864
S -2.196 -1.884 1.793
O -0.857 -1.366 2.123
O -2.648 -1.266 0.529
C -1.950 -3.618 1.396
C -2.862 -4.517 1.928
C -2.713 -5.878 1.712
C -1.634 -6.350 0.981
C -0.721 -5.454 0.447
C -0.875 -4.081 0.627
P 0.380 -2.975 -0.096
C 1.845 -3.169 0.953
C 2.798 -4.147 0.675
C 3.909 -4.285 1.492
C 4.075 -3.452 2.590
C 3.119 -2.492 2.880
C 2.006 -2.346 2.066
C 0.845 -3.634 -1.713
C -0.035 -4.355 -2.514
C 0.349 -4.745 -3.789
C 1.613 -4.428 -4.265
C 2.488 -3.695 -3.473
C 2.104 -3.283 -2.208
H -3.673 -4.135 2.531
H -3.432 -6.569 2.131
H -1.496 -7.412 0.829
H 0.126 -5.828 -0.116
H 2.687 -4.800 -0.182
H 4.649 -5.040 1.261
H 4.952 -3.548 3.215
H 3.245 -1.837 3.733
H 1.260 -1.600 2.301
H -1.023 -4.608 -2.150
H -0.341 -5.303 -4.408
H 1.913 -4.743 -5.255
H 3.472 -3.436 -3.843
H 2.780 -2.686 -1.604

Calculated values
- LUMO energy (alpha / beta): 0.005 / -0.084 Ha
- Multiplicity: 5
- Expectation value of S²: 6.033
- Frontier orbital gap (alpha / beta): 7.00 / 5.53 eV

=====

Entry 3:
C53H40BrCl3F4N4P3S2SeSiSn | wB97M-V/def2-TZVPD

CARTESIAN COORDINATES (ANGSTROEM)
Sn 0.656 -0.245 -0.276
S 2.540 -1.700 1.224
P 1.049 -1.243 2.521
C -0.407 -0.914 1.769
P -1.619 -2.100 1.541
S -2.292 -2.375 -0.307
C -3.055 -1.722 2.611
C -4.285 -2.339 2.395
C -5.364 -2.055 3.216
C -5.231 -1.143 4.256
C -4.014 -0.513 4.468
C -2.933 -0.805 3.646
C -1.078 -3.737 2.167
C -1.522 -4.289 3.363
C -1.055 -5.529 3.783
C -0.140 -6.227 3.010
C 0.313 -5.678 1.816
C -0.152 -4.443 1.399
C 1.115 -2.317 3.988
C 0.366 -1.961 5.108
C 0.421 -2.725 6.262
C 1.226 -3.856 6.304
C 1.972 -4.216 5.193
C 1.921 -3.446 4.038
C 1.694 0.363 3.133
C 2.736 0.399 4.158
C 3.230 1.484 4.781
C 2.940 2.896 4.585
C 2.087 3.502 3.741
C 1.151 2.873 2.803
H -4.388 -3.030 1.566
H -6.318 -2.537 3.038
H -6.080 -0.913 4.888
H -3.909 0.214 5.264
H -1.985 -0.298 3.775
H -2.235 -3.752 3.977
H -1.404 -5.944 4.721
H 0.225 -7.193 3.338
H 1.035 -6.213 1.211
H 0.209 -4.011 0.472
H -0.275 -1.087 5.078
H -0.163 -2.438 7.128
H 1.269 -4.457 7.205
H 2.594 -5.102 5.219
H 2.504 -3.720 3.167
H 3.175 -0.564 4.404
H 4.006 1.290 5.513
H 3.553 3.557 5.187
H 2.104 4.586 3.697
H 0.384 3.518 2.380
F -5.678 5.222 -0.694
C -4.595 4.536 -1.067
C -4.061 4.723 -2.324
F -4.636 5.584 -3.170
C -2.941 4.002 -2.699
F -2.503 4.184 -3.951
C -2.309 3.117 -1.842
P -0.764 2.210 -2.244
C 0.241 3.312 -3.295
C 0.254 4.699 -3.168
C 1.157 5.461 -3.894
C 2.071 4.852 -4.742
C 2.085 3.469 -4.854
C 1.179 2.707 -4.132
C -1.469 1.050 -3.496
C -2.028 -0.109 -2.964
C -2.601 -1.072 -3.783
C -2.616 -0.888 -5.157
C -2.066 0.266 -5.701
C -1.502 1.231 -4.879
C -2.891 2.914 -0.583
Br -2.220 1.651 0.647
C -4.017 3.620 -0.206
F -4.586 3.450 0.990
H -0.419 5.177 -2.470
H 1.153 6.538 -3.783
H 2.781 5.451 -5.300
H 2.810 2.979 -5.492
H 1.219 1.626 -4.209
H -2.011 -0.285 -1.895
H -3.025 -1.961 -3.332
H -3.059 -1.636 -5.804
H -2.082 0.422 -6.774
H -1.085 2.127 -5.319
Cl 0.232 4.298 0.117
Si 1.853 1.549 1.536
Cl 3.918 1.965 1.446
Cl 0.243 1.484 3.697
Se 4.278 -0.510 -2.178
N 3.047 0.739 -1.859
C 3.667 1.901 -1.874
C 3.020 3.155 -1.628
C 3.760 4.281 -1.692
C 5.167 4.245 -1.991
C 5.827 3.085 -2.213
C 5.088 1.857 -2.158
N 5.608 0.663 -2.350
H 1.970 3.189 -1.360
H 3.287 5.234 -1.493
H 5.710 5.182 -2.022
H 6.887 3.049 -2.424
C -0.958 -4.942 -4.463
N -0.112 -3.872 -3.983
C 0.676 -3.038 -4.739
C 1.210 -2.141 -3.861
N 0.763 -2.399 -2.592
C -0.020 -3.443 -2.700
H -0.674 -5.188 -5.484
H -2.007 -4.643 -4.451
H -0.833 -5.828 -3.842
H 0.762 -3.152 -5.806
H 1.869 -1.315 -4.075
H -0.594 -3.882 -1.898

Calculated values
- LUMO energy: 0.062 Ha
- Charge: -1
- Frontier orbital gap: 6.38 eV

=====

Entry 4:
C53H40CaF5GeN2OP2STe | wB97M-V/def2-TZVPD

CARTESIAN COORDINATES (ANGSTROEM)
Ca -1.383 -0.124 0.794
F -7.882 1.858 0.233
C -6.839 1.020 0.153
C -5.576 1.464 0.432
F -5.314 2.723 0.855
C -4.531 0.607 0.181
F -3.278 1.140 0.442
C -4.641 -0.753 -0.183
S -3.264 -1.743 -0.500
C -5.978 -1.214 -0.238
F -6.221 -2.539 -0.364
C -7.051 -0.346 -0.145
F -8.312 -0.750 -0.348
Te 2.680 2.111 1.062
C 3.868 3.601 0.032
C 4.188 3.471 -1.309
C 4.685 4.594 -1.986
N 4.906 5.766 -1.407
C 4.702 5.844 -0.104
C 4.230 4.798 0.692
C 1.418 1.341 -0.526
P 1.745 -0.377 -0.852
C 3.431 -0.871 -0.417
C 3.748 -0.966 0.953
C 5.062 -1.183 1.337
C 6.070 -1.357 0.403
C 5.737 -1.356 -0.938
C 4.410 -1.199 -1.358
C 1.562 -0.656 -2.578
C 2.506 -0.057 -3.432
C 2.417 -0.193 -4.800
C 1.326 -0.892 -5.363
C 0.453 -1.565 -4.497
C 0.596 -1.491 -3.132
P -0.045 2.363 -0.665
C 0.292 4.093 -0.339
C 0.848 4.909 -1.321
C 0.950 6.292 -1.109
C 0.527 6.852 0.081
C 0.030 6.027 1.086
C -0.059 4.663 0.897
C -0.899 2.336 -2.282
C -2.288 2.208 -2.482
C -2.801 2.072 -3.767
C -2.024 2.277 -4.870
C -0.660 2.514 -4.674
C -0.096 2.460 -3.416
H 4.009 2.533 -1.840
H 4.865 4.595 -3.056
H 4.969 6.804 0.362
H 4.053 4.936 1.760
H 2.963 -0.896 1.682
H 5.324 -1.331 2.392
H 7.095 -1.531 0.754
H 6.513 -1.533 -1.684
H 4.124 -1.364 -2.385
H 3.343 0.487 -3.006
H 3.157 0.272 -5.461
H 1.219 -0.877 -6.445
H -0.351 -2.155 -4.937
H -0.049 -2.069 -2.468
H 1.150 4.423 -2.247
H 1.341 6.946 -1.884
H 0.630 7.955 0.177
H -0.352 6.476 1.974
H -0.402 3.997 1.692
H -2.994 2.171 -1.654
H -3.844 1.800 -3.857
H -2.472 2.288 -5.887
H -0.067 2.688 -5.580
H 0.984 2.521 -3.325
O -1.099 -0.380 2.949
N -2.382 -0.362 3.454
C -3.101 -1.485 3.324
C -4.426 -1.478 3.660
C -4.995 -0.320 4.198
C -4.160 0.765 4.427
C -2.825 0.722 4.078
H -2.579 -2.320 2.852
H -4.984 -2.397 3.421
H -6.078 -0.267 4.376
H -4.472 1.710 4.861
H -2.085 1.482 4.262
Ge 0.331 -3.350 0.746
C 1.550 -3.836 2.249
C 2.655 -4.634 1.950
C 3.710 -4.778 2.872
C 3.619 -4.154 4.097
C 2.493 -3.410 4.422
C 1.440 -3.276 3.518
C -1.145 -4.717 0.948
C -1.477 -5.314 2.155
C -2.602 -6.114 2.256
C -3.408 -6.360 1.185
C -3.085 -5.804 -0.046
C -1.911 -5.050 -0.185
H 1.095 -4.063 -0.470
H 2.693 -5.149 0.994
H 4.554 -5.427 2.637
H 4.476 -4.195 4.809
H 2.441 -2.944 5.403
H 0.579 -2.690 3.830
H -0.832 -5.174 3.027
H -2.796 -6.568 3.237
H -4.296 -6.988 1.286
H -3.725 -5.936 -0.923
H -1.624 -4.648 -1.164

Calculated values
- LUMO energy (alpha / beta): -0.037 / -0.042 Ha
- Multiplicity: 2
- Expectation value of S²: 0.762
- Frontier orbital gap (alpha / beta): 5.03 / 4.77 eV

=====

Number 1: energy -114414.8920 eV. Number 2: energy -122686.3741 eV. Number 3: energy -308644.9763 eV. Number 4: energy -185880.7187 eV.